1.
Computed, not measured: a structure of composition C27H39ILiN3O2S2, with ωB97M-V/def2-TZVPD.

XYZ file:
```
75
Properties=species:S:1:pos:R:3:forces:R:3:mulliken_charge:R:1
Li 0.792670 0.163238 0.362007 -0.6 0.2 0.1 0.52
C -0.721242 0.074596 2.243129 0.1 -0.2 0.0 -0.53
C -1.472003 1.121772 1.651025 0.0 0.0 0.1 0.58
C -2.111010 0.570074 0.493868 0.1 0.1 -0.2 -0.04
C -1.690275 -0.774936 0.396437 0.1 -0.1 0.1 -0.06
C -0.850465 -1.099401 1.475498 0.1 -0.1 0.0 -1.56
C -0.400610 -2.489411 1.887434 0.0 -0.1 0.1 2.45
C -1.266248 -2.954927 3.073011 0.0 0.0 0.0 -1.81
C 1.070158 -2.506252 2.321356 -0.1 0.0 0.0 -1.55
C -0.571335 -3.485396 0.736294 0.0 0.1 0.0 -1.86
C -3.055948 1.171733 -0.551910 0.0 0.1 -0.1 2.43
C -4.322584 1.780747 0.074967 0.1 0.0 0.0 -1.82
C -2.342082 2.207801 -1.435750 -0.1 0.0 0.0 -1.62
C -3.566535 0.083928 -1.512707 0.1 0.0 0.1 -2.19
C -1.626236 2.442853 2.408341 -0.1 0.1 0.2 2.65
C -1.628724 3.724289 1.560130 0.0 -0.1 0.1 -1.93
C -2.919631 2.398046 3.246672 0.0 0.0 0.0 -1.73
C -0.455663 2.614766 3.396673 -0.1 0.0 -0.1 -2.23
H -0.220885 0.116699 3.200952 0.1 0.1 -0.1 0.14
H -1.971837 -1.469486 -0.378294 0.0 0.0 -0.1 0.57
H -1.134768 -2.279923 3.921863 0.0 0.0 0.0 0.31
H -1.001418 -3.970775 3.390826 0.0 0.0 0.0 0.45
H -2.321263 -2.939419 2.789769 0.0 0.0 0.0 0.35
H 1.273331 -1.739409 3.070829 0.0 0.0 0.0 0.19
H 1.722092 -2.320410 1.465830 0.1 0.0 0.1 0.25
H 1.332455 -3.482796 2.744365 0.0 0.0 0.0 0.43
H -1.620916 -3.574490 0.449143 0.0 0.0 0.0 0.29
H -0.209025 -4.474984 1.032420 0.0 0.0 0.0 0.46
H -0.012218 -3.154528 -0.141528 0.0 0.0 0.0 0.24
H -4.123442 2.669633 0.668938 0.0 0.0 0.0 0.26
H -4.809584 1.045425 0.721188 0.0 0.0 0.0 0.32
H -5.031113 2.065449 -0.710460 0.0 0.0 0.0 0.47
H -1.872451 2.998152 -0.859260 0.0 0.0 0.0 0.16
H -3.049673 2.658990 -2.143039 0.0 0.0 0.0 0.52
H -1.553661 1.713010 -2.004672 0.0 0.0 0.0 0.18
H -4.105087 -0.700124 -0.973935 0.0 0.0 0.0 0.39
H -2.746478 -0.370768 -2.067055 0.0 -0.1 0.0 0.28
H -4.251457 0.534251 -2.237840 0.0 0.0 0.0 0.47
H -2.472884 3.785454 0.880423 -0.1 0.0 0.0 0.34
H -0.714279 3.792399 0.970882 0.0 0.0 0.0 0.13
H -1.679240 4.594228 2.224982 0.0 0.0 0.0 0.55
H -3.799891 2.353467 2.604983 0.0 0.0 0.1 0.21
H -3.005363 3.279086 3.896025 0.0 0.0 0.0 0.45
H -2.914414 1.502267 3.870990 0.0 0.0 0.0 0.31
H 0.496669 2.473943 2.882405 0.0 0.0 0.0 0.35
H -0.507418 1.894463 4.213624 0.0 0.0 0.0 0.33
H -0.485235 3.617432 3.836776 0.0 0.0 0.0 0.53
C 4.230321 3.722816 -0.164255 0.1 0.1 -0.1 -0.91
N 2.932324 3.910479 0.474751 0.0 0.1 -0.2 -0.03
C 2.961179 4.049990 1.921787 0.1 0.0 0.2 -0.76
C 1.899351 3.272498 -0.069937 0.0 -0.2 0.1 0.54
N 0.990966 2.750127 -0.559673 -0.1 0.0 -0.1 -0.45
H 4.844361 4.606889 0.025673 0.0 0.0 0.0 0.28
H 4.084972 3.610667 -1.236163 0.0 0.0 0.0 0.32
H 4.732760 2.829302 0.216048 -0.1 0.1 0.0 0.26
H 3.521712 4.953407 2.173572 -0.1 0.0 0.0 0.32
H 3.438813 3.186360 2.396613 -0.1 0.0 -0.1 0.26
H 1.946303 4.132743 2.302057 0.0 0.1 0.0 0.19
I 3.408883 0.488405 1.094326 0.1 -0.4 0.1 -0.68
O 0.249127 -5.302723 -5.820772 0.0 0.1 0.1 -0.69
S 0.783134 -3.956623 -5.825418 0.2 -0.2 -0.1 1.18
O 1.030095 -3.404961 -7.141577 0.0 0.1 0.2 -0.69
N -0.080791 -2.948405 -4.893600 0.2 -0.2 -0.1 -0.61
C 0.616266 -2.521854 -3.848507 -0.3 0.2 0.1 0.10
S 0.065557 -1.457110 -2.684843 -0.1 0.1 0.0 -0.14
C 2.002214 -3.078397 -3.773007 0.4 -0.2 -0.1 0.48
C 2.963562 -2.857754 -2.798925 0.0 0.1 0.0 -0.48
C 4.197678 -3.478642 -2.935382 0.0 0.0 0.0 -0.73
C 4.471798 -4.298088 -4.027472 0.0 0.0 0.0 -0.31
C 3.506313 -4.521403 -5.002608 0.0 -0.1 -0.1 -0.59
C 2.282031 -3.908675 -4.845375 -0.4 0.3 0.1 -0.18
H 2.742112 -2.202816 -1.965678 0.0 0.0 0.0 0.58
H 4.958919 -3.319618 -2.181306 0.0 0.0 0.0 0.41
H 5.445518 -4.765422 -4.116335 0.0 0.0 0.0 0.35
H 3.701739 -5.151940 -5.861599 0.0 0.0 0.0 0.38
```
Forces are in eV/Å.

Properties
total charge	-2
total energy	-67177.1927	eV
energy relative to the best compared isomer or geometry (same formula, charge and spin)	0.000	eV
LUMO energy	0.1524	Eh


2.
Computed, not measured: a structure of composition C12H17AsIO3RuS5 at a distorted geometry, with ωB97M-V/def2-TZVPD.

XYZ file:
```
40
Properties=species:S:1:pos:R:3:forces:R:3:lowdin_spin:R:1
Ru -0.111965 2.322182 -0.971967 -1.2 0.6 -1.2 0.97
S 3.516735 4.251183 -0.221067 -0.2 -0.5 0.3 0.00
As 1.769535 4.627182 -1.385467 1.7 1.7 -0.1 0.00
S 1.400835 3.025882 -2.845068 -1.6 -0.6 1.4 -0.06
S -0.041365 4.653982 -0.135167 -0.1 -1.9 -0.9 0.06
S 2.080635 6.494382 -2.335768 -0.4 0.1 -0.3 0.00
I -3.556465 3.330882 -0.810267 0.0 -0.1 -0.2 -0.01
C -2.109465 2.185782 -1.940567 1.6 0.3 0.7 -0.05
H -2.091765 2.643382 -2.935268 0.1 0.0 0.3 0.00
H -2.519265 1.172982 -2.002768 0.2 0.2 0.2 0.00
C 2.398535 1.200882 1.412833 -0.3 0.2 -0.1 0.00
C 1.434935 2.185182 2.066232 0.6 0.3 0.0 0.00
O 0.098735 2.002282 1.629833 -0.7 -0.3 0.1 0.00
C -0.605465 0.959582 2.266332 -0.1 -0.2 0.0 0.00
C -1.986765 0.901882 1.641132 0.4 0.0 0.0 0.00
H 3.414935 1.584182 1.456732 0.0 0.1 0.0 0.00
H 2.123735 1.109682 0.354933 0.3 0.0 0.2 0.00
H 2.356835 0.213382 1.872433 0.0 -0.2 0.0 0.00
H 1.699535 3.204782 1.761232 0.0 -0.2 0.0 0.00
H 1.476935 2.130882 3.166133 -0.1 0.0 -0.1 0.00
H -0.672165 1.167782 3.350832 0.1 -0.1 -0.2 0.00
H -0.090065 -0.003017 2.130833 0.0 0.1 0.1 0.00
H -2.518965 1.829082 1.845632 -0.1 0.0 -0.1 0.00
H -2.554765 0.051582 2.016133 -0.1 0.0 0.0 0.00
H -1.867565 0.794482 0.554333 -0.1 0.0 0.1 0.00
O 0.051935 -6.418918 0.413933 -0.3 0.2 -0.5 0.00
C -0.525265 -5.797718 -0.678567 -0.4 -1.7 -0.2 0.00
O -1.084065 -6.504318 -1.502967 0.6 0.7 0.9 0.00
C -0.393765 -4.361617 -0.762167 0.0 1.5 -0.2 0.00
C -0.824765 -3.730818 -1.950067 0.2 -0.8 0.4 0.00
C -0.639765 -2.394517 -2.164867 0.1 0.4 0.1 0.00
C -0.011065 -1.593018 -1.192567 -0.6 0.3 0.3 0.01
S 0.461935 0.028682 -1.557567 0.6 0.7 -0.7 0.06
C 0.319035 -2.189117 0.034733 0.0 0.2 0.0 0.00
C 0.146735 -3.531118 0.244533 -0.2 -0.8 -0.3 0.00
H 0.510635 -5.758518 0.943933 0.0 0.0 0.0 0.00
H -1.283265 -4.357817 -2.701268 0.0 0.0 -0.1 0.00
H -0.952965 -1.933717 -3.092567 0.0 0.0 0.0 0.00
H 0.745935 -1.567718 0.809933 0.1 0.0 0.0 0.00
H 0.432835 -3.930218 1.213333 0.0 0.0 0.0 0.00
```
Forces are in eV/Å.

Properties
total charge	-2
total energy	-144562.2102	eV
spin multiplicity	2
<S²>	0.779
LUMO energy (spin up / spin down)	0.1423 / 0.1423	Eh


3.
Computed, not measured: a structure of composition C23H32ClNV at a distorted geometry, with ωB97M-V/def2-TZVPD.

XYZ file:
```
58
Properties=species:S:1:pos:R:3:forces:R:3:lowdin_spin:R:1
C -0.035955 0.241762 -6.442612 0.0 0.0 -0.1 0.00
C 1.340945 0.790962 -6.749712 0.1 0.0 0.1 0.00
C -0.262655 -1.111838 -7.081512 0.0 -0.1 0.1 0.00
C -1.130955 1.226062 -6.795012 -0.1 0.0 0.1 0.00
Cl -0.114655 -0.013738 -4.595212 0.0 0.0 0.0 0.00
H -0.224755 -1.008938 -8.167212 0.0 0.0 0.0 0.00
H -1.234755 -1.516438 -6.811712 -0.1 0.0 0.0 0.00
H 0.502245 -1.822738 -6.779812 0.1 0.0 0.0 0.00
H 1.431945 0.956662 -7.824512 0.0 0.0 0.0 0.00
H 2.119145 0.095762 -6.445512 0.0 -0.1 0.0 0.00
H 1.508645 1.738362 -6.244012 0.0 0.1 0.0 0.00
H -1.122055 1.405862 -7.871212 0.0 0.0 0.0 0.00
H -0.983055 2.177062 -6.289812 0.0 0.1 0.0 0.00
H -2.109755 0.839862 -6.522412 -0.1 -0.1 0.0 0.00
C 1.432445 -1.882538 1.615888 -0.6 0.4 -0.5 -0.04
C 0.786945 -2.787338 0.738488 -0.8 0.4 0.0 -0.06
C 1.085545 -2.410138 -0.595912 -0.4 0.5 0.0 -0.03
H 0.175445 -3.623238 1.034288 0.0 -0.1 0.0 0.00
C 1.928245 -1.277938 -0.543612 -0.8 0.1 0.1 -0.05
C 2.138745 -0.951238 0.821088 -0.5 0.2 0.2 -0.06
H 2.747445 -0.146438 1.198188 0.0 0.0 -0.1 0.00
H 1.419345 -1.918938 2.691988 0.2 -0.1 0.0 0.00
H 0.755845 -2.914938 -1.488312 0.0 0.0 -0.1 0.00
H 2.346945 -0.765338 -1.392612 0.1 0.1 -0.1 0.00
C -2.424755 0.543062 1.050688 0.8 0.0 0.2 -0.06
C -2.343555 -0.655338 1.796188 0.6 0.0 -0.6 -0.04
C -2.439055 -1.732238 0.881488 0.9 -0.1 -0.1 -0.06
H -2.260555 -0.734438 2.866988 -0.2 -0.1 -0.1 0.00
C -2.568755 -1.198938 -0.427012 0.6 0.2 0.0 -0.03
C -2.565955 0.209262 -0.319812 0.7 -0.5 0.0 -0.05
H -2.657655 0.909362 -1.131612 0.0 0.1 -0.1 0.00
H -2.401355 1.540262 1.455188 0.0 0.1 0.0 0.00
H -2.417655 -2.778838 1.136088 -0.1 -0.1 0.0 0.00
H -2.678255 -1.766238 -1.336112 0.0 0.0 -0.1 0.00
V -0.301655 -0.598338 0.381088 0.1 -0.2 1.9 1.65
C 1.168345 -0.620138 4.982388 1.8 -0.4 0.3 0.00
N -0.196555 -0.537838 4.428588 -0.4 -0.4 0.0 0.00
C -1.140555 -1.103838 5.416588 -1.3 -1.0 1.0 0.00
C -0.562855 0.859062 4.095988 -0.4 1.8 -0.7 0.00
C 0.275245 1.537462 2.992588 0.7 0.1 -0.6 -0.01
C 0.950545 2.693862 3.441888 -0.1 -0.4 -0.5 -0.01
C 1.722845 3.471262 2.592688 0.0 -0.1 -0.4 0.01
C 1.843845 3.124162 1.253288 -0.1 0.1 0.2 -0.01
C 1.198945 1.990862 0.764988 -0.5 -0.4 0.7 -0.01
C 0.419145 1.166962 1.588888 -0.5 -0.2 1.2 -0.14
H 1.249645 -0.049338 5.933888 -0.3 -0.3 -0.7 0.00
H 1.914445 -0.219938 4.264988 -0.6 -0.1 0.4 0.00
H 1.436945 -1.681138 5.189788 -0.4 0.7 -0.1 0.00
H -0.268455 -1.118438 3.571588 0.2 0.5 0.4 0.00
H -1.099655 -0.552138 6.381488 0.2 -0.2 -0.8 0.00
H -2.187655 -1.068238 5.049588 0.7 0.2 0.1 0.00
H -0.904655 -2.175038 5.611688 0.0 0.8 -0.2 0.00
H -1.625255 0.959262 3.818888 0.3 -0.7 0.1 0.00
H -0.513455 1.444362 5.043588 0.4 -0.5 -0.7 0.00
H 0.883245 3.015462 4.474488 -0.1 -0.2 0.1 0.00
H 2.229845 4.346162 2.973488 0.0 0.0 0.0 0.00
H 2.447645 3.732362 0.593488 0.0 0.0 -0.1 0.00
H 1.316345 1.726662 -0.277212 0.1 0.0 -0.3 0.00
```
Forces are in eV/Å.

Properties
total charge	+2
total energy	-64053.1394	eV
spin multiplicity	2
<S²>	0.974
LUMO energy (spin up / spin down)	-0.2917 / -0.2632	Eh


total energy of number 1 (C27H39ILiN3O2S2)?
-67177.1927 eV


Look up the total energy of the third one.
-64053.1394 eV